(1)
ORCA calculation (the ωB97M-V functional and the def2-TZVPD basis) on a 2-piece molecular cluster, C10H13BI2O8PS2 overall.

```
! wB97M-V def2-TZVPD RIJCOSX def2/J DEFGRID3
* xyz -1 1
I 2.01 0.72 2.31
I 1.67 0.68 -3.10
S 6.36 1.32 -0.43
S 4.05 -1.96 -1.81
P 4.22 1.02 -0.71
O -4.37 2.24 1.56
O -5.21 2.24 -0.71
O -6.79 3.22 -1.99
O -6.64 1.59 1.04
O -4.76 0.18 0.48
O -8.55 2.43 0.15
O -2.58 1.56 2.77
O -3.06 -0.95 1.44
C 2.32 0.75 -0.97
C 3.07 -3.48 -1.32
C -3.47 1.33 1.96
C 1.34 0.60 0.18
C -7.34 2.23 0.09
C 4.47 -0.88 -0.34
C -3.71 0.07 1.30
C -6.47 2.63 -0.98
C -0.26 0.33 -0.03
C 2.75 -3.62 0.28
B -5.25 1.56 0.59
H 4.00 2.00 0.34
H 2.03 -2.75 0.64
H 6.68 0.92 0.90
H 2.04 -3.43 -1.90
H -0.66 0.51 -1.11
H 2.21 -4.64 0.55
H 3.72 -3.54 0.93
H -0.47 -0.80 0.31
H -0.85 1.00 0.73
H 4.41 1.44 -2.08
H 5.62 -0.98 -0.02
H 3.63 -4.47 -1.67
H 3.85 -1.08 0.63
*
```

calculated total energy: -74800.5714 eV
highest occupied orbital energy: -6.8 eV
frontier orbital gap: 7.99 eV

Charges computed using Löwdin, reported in e: 0.73 0.67 0.27 0.69 0.35 0.25 0.24 0.14 0.24 0.24 0.13 0.12 0.12 -0.86 -0.53 -0.40 -0.71 -0.39 -0.70 -0.39 -0.39 -0.18 -0.19 -0.93 -0.03 0.08 -0.15 0.08 0.05 0.09 0.08 0.10 0.07 -0.02 0.02 0.08 0.01

(2)
ORCA calculation (the ωB97M-V functional and the def2-TZVPD basis) on one molecule with the formula C10H13BN2O2.

```
! wB97M-V def2-TZVPD RIJCOSX def2/J DEFGRID3
* xyz 0 3
O 0.54 -0.35 -0.94
O -0.44 -0.46 1.10
N 0.55 -3.71 2.73
N 2.38 -5.63 -0.42
C -0.64 0.90 0.69
C 0.82 -2.57 0.31
C 1.46 -3.27 -0.65
C 0.66 -3.24 1.70
C 0.16 1.77 1.67
C -0.08 0.93 -0.79
C -1.17 1.04 -1.86
C -2.12 1.24 0.83
C 1.97 -4.57 -0.50
C 0.98 2.01 -1.05
B 0.28 -1.11 0.16
H -0.22 1.59 2.68
H 1.60 -2.82 -1.63
H 0.07 2.82 1.44
H 1.85 1.86 -0.41
H -0.71 0.94 -2.84
H -2.74 0.55 0.25
H 1.30 1.94 -2.08
H -1.91 0.25 -1.75
H 0.56 3.00 -0.87
H -2.40 1.15 1.87
H -1.66 2.01 -1.81
H -2.30 2.26 0.49
H 1.21 1.48 1.67
*
```

calculated total energy: -18330.7091 eV
highest occupied orbital energy (spin up / spin down): -7.5 / -10.7 eV
frontier orbital gap (spin up / spin down): 7.87 / 6.55 eV

Charges computed using Löwdin, reported in e: 0.15 0.16 0.18 0.19 -0.44 -0.01 -0.06 -0.13 0.00 -0.44 -0.01 0.00 -0.20 0.00 -0.61 0.10 0.13 0.09 0.09 0.09 0.09 0.09 0.09 0.09 0.09 0.09 0.09 0.09

(3)
ORCA calculation (the ωB97M-V functional and the def2-TZVPD basis) on C10H13CeClN4O7S3 as an isolated structure.

```
! wB97M-V def2-TZVPD RIJCOSX def2/J DEFGRID3
* xyz 0 1
Ce -1.01 1.35 0.45
Cl -3.52 0.37 1.03
S -1.16 1.16 -2.30
S 1.53 2.66 0.71
S -0.05 3.72 1.23
O -0.77 2.75 2.18
O -3.36 1.81 0.67
O -0.96 3.56 0.01
O -3.03 -0.36 -0.12
O 0.09 5.05 1.72
O -4.81 0.04 1.46
O -2.48 0.18 2.07
N -0.27 -0.96 -0.42
N -0.96 -0.95 -3.84
N 0.37 -0.11 2.04
N -0.52 -1.45 -1.67
C 1.19 -0.55 4.23
C 0.16 -1.42 1.86
C -0.84 -0.54 -2.56
C 0.87 0.32 3.20
C -0.79 -2.33 -4.27
C -0.77 -3.25 0.29
C -0.32 -1.84 0.52
C 0.44 -2.35 2.85
C -2.02 -3.19 -4.00
C 0.96 -1.90 4.05
H 1.60 -0.15 5.15
H -1.29 -0.27 -4.50
H -2.24 -3.23 -2.93
H -2.90 -2.78 -4.51
H 0.07 -3.88 -0.03
H -0.57 -2.31 -5.33
H 1.20 -2.60 4.84
H 0.26 -3.40 2.69
H -1.50 -3.26 -0.51
H -1.86 -4.21 -4.36
H 1.00 1.39 3.28
H 0.08 -2.74 -3.76
H -1.20 -3.67 1.19
*
```

calculated total energy: -88825.6331 eV
highest occupied orbital energy: -8.7 eV
frontier orbital gap: 6.52 eV

Charges computed using Löwdin, reported in e: 0.76 0.75 0.73 0.49 0.19 -0.47 -0.35 -0.48 -0.32 -0.27 -0.19 -0.35 -0.06 -0.02 0.01 0.02 -0.02 -0.21 -0.74 -0.09 -0.24 -0.01 -0.26 0.01 -0.08 -0.03 0.11 0.11 0.06 0.07 0.10 0.11 0.12 0.11 0.07 0.07 0.10 0.11 0.08

(4)
ORCA calculation (the ωB97M-V functional and the def2-TZVPD basis) on C10H13Cl2NO2 as an isolated structure.

```
! wB97M-V def2-TZVPD RIJCOSX def2/J DEFGRID3
* xyz 0 1
Cl 6.20 0.77 -0.96
Cl 3.82 1.68 0.93
O 0.42 0.85 0.24
O -1.24 -0.66 -0.25
N 0.51 -3.98 0.13
C 0.62 -2.82 0.05
C 4.91 -0.30 -0.49
C -2.29 1.16 1.14
C 0.07 -0.45 0.04
C 0.90 -1.50 0.22
C 3.90 0.17 0.20
C -3.55 -0.23 -0.45
C -2.18 0.41 -0.17
C 2.49 -1.07 0.69
C -2.08 1.41 -1.38
H 2.56 -0.69 1.64
H -4.24 0.34 -0.03
H 2.88 -2.10 0.50
H 5.10 -1.30 -1.04
H -3.62 -0.43 -1.59
H -1.62 2.05 1.28
H -3.67 -1.11 0.16
H -2.12 0.96 -2.28
H -2.02 0.51 1.90
H 1.16 0.74 0.82
H -2.71 2.26 -1.34
H -3.21 1.36 1.44
H -1.00 1.97 -1.38
*
```

calculated total energy: -41205.1407 eV
highest occupied orbital energy: -9.0 eV
frontier orbital gap: 9.42 eV

Charges computed using Löwdin, reported in e: 0.57 0.70 0.10 0.06 0.16 -0.24 -0.63 -0.01 -0.30 -0.14 -0.73 -0.01 -0.53 0.04 -0.02 0.03 0.03 0.09 0.10 0.14 0.11 0.09 0.03 0.08 0.06 0.08 0.03 0.14

(5)
ORCA calculation (the ωB97M-V functional and the def2-TZVPD basis) on C10H13ClGaNO11 as an isolated structure.

```
! wB97M-V def2-TZVPD RIJCOSX def2/J DEFGRID3
* xyz 0 1
Ga -0.43 0.15 -0.31
Cl 0.22 -1.99 -1.88
O 0.06 -1.95 -0.40
O -0.83 -2.74 -2.46
O -0.33 1.30 3.42
O -2.92 -1.74 0.91
O 0.06 -0.54 -2.21
O -0.66 1.93 -0.72
O 1.50 -2.45 -2.25
O -0.59 0.14 1.54
O 1.69 0.33 -0.19
O -0.52 3.97 0.18
O -2.26 -0.46 -0.78
N -4.55 -3.18 -0.50
C 3.59 1.65 -0.22
C 2.10 1.70 -0.52
C 1.33 2.50 0.53
C 2.18 0.35 1.19
C 1.38 1.52 1.77
C 0.05 1.00 2.32
C -4.01 -2.02 -1.20
C -2.98 -1.35 -0.32
C -0.06 2.87 0.00
C 3.64 0.71 1.00
H -4.79 -1.27 -1.36
H 3.98 2.65 -0.01
H -5.55 -3.29 -0.64
H 4.04 1.18 1.90
H 1.97 -0.62 1.63
H 1.83 1.90 -1.55
H 4.24 -0.18 0.79
H 1.90 1.99 2.60
H -4.11 -4.04 -0.81
H 4.14 1.24 -1.07
H -3.55 -2.22 -2.16
H 1.83 3.43 0.78
H -3.60 -2.46 0.98
*
```

calculated total energy: -99488.1748 eV
highest occupied orbital energy: -9.6 eV
frontier orbital gap: 9.60 eV

Charges computed using Löwdin, reported in e: 0.33 0.79 -0.28 -0.26 0.12 0.20 -0.27 0.03 -0.24 0.02 -0.10 0.13 0.11 0.02 -0.08 -0.21 -0.08 -0.21 -0.08 -0.52 -0.12 -0.45 -0.52 -0.08 0.15 0.12 0.09 0.12 0.17 0.17 0.12 0.16 0.10 0.12 0.13 0.16 0.13

(6)
ORCA calculation (the ωB97M-V functional and the def2-TZVPD basis) on C10H13ClHfN2O3 as an isolated structure.

```
! wB97M-V def2-TZVPD RIJCOSX def2/J DEFGRID3
* xyz 2 1
Hf 0.13 0.75 -0.47
Cl -0.50 2.76 -1.56
O 3.16 2.02 0.24
O -0.05 -0.24 1.28
O -2.98 2.46 0.63
N -2.15 -1.06 1.80
N -0.49 -0.98 3.39
C -0.75 -0.27 -2.29
C 0.58 0.12 -2.76
C 0.80 -0.58 3.99
C -0.59 -1.33 -1.32
C 1.51 -0.67 -2.01
C 0.80 -1.57 -1.16
C 0.88 1.15 -3.82
C 2.07 1.69 0.04
C -2.03 1.82 0.45
C -0.87 -0.75 2.15
H -1.23 -1.30 4.02
H 0.06 1.87 -3.86
H 1.79 1.70 -3.60
H 0.97 0.73 -4.82
H 1.27 -1.47 4.45
H -2.72 -1.41 2.57
H 0.65 0.25 4.71
H -1.38 -1.97 -0.93
H -1.69 0.19 -2.60
H -2.54 -0.70 0.93
H 1.46 -0.22 3.19
H 1.25 -2.37 -0.58
H 2.61 -0.61 -2.08
*
```

calculated total energy: -33519.4641 eV
highest occupied orbital energy: -16.5 eV
frontier orbital gap: 7.46 eV

Charges computed using Löwdin, reported in e: 1.20 0.30 0.23 -0.19 0.16 0.22 0.07 -0.18 -0.37 0.00 -0.16 -0.09 -0.11 -0.06 0.02 -0.07 -0.48 0.17 0.04 0.09 0.11 0.11 0.15 0.11 0.13 0.14 0.10 0.08 0.14 0.15

(7)
ORCA calculation (the ωB97M-V functional and the def2-TZVPD basis) on a 3-piece molecular cluster, C10H13ClN overall.

```
! wB97M-V def2-TZVPD RIJCOSX def2/J DEFGRID3
* xyz 1 1
Cl -1.36 -3.25 -0.95
N 4.59 0.62 1.28
C -2.39 0.55 -1.07
C -2.63 0.12 1.72
C -3.08 1.45 -0.29
C -1.09 -1.54 -1.39
C 1.70 0.20 0.14
C -0.28 -1.29 -2.35
C -1.74 -0.56 -0.45
C 2.69 -0.19 -0.40
C -3.14 1.31 1.09
C -1.81 -0.72 0.94
H 3.53 -0.64 -0.86
H -2.82 -0.09 2.67
H 4.51 0.94 2.27
H 5.00 1.42 0.64
H 3.60 0.53 0.80
H -3.90 1.85 1.68
H -1.17 -1.50 1.37
H 4.93 -0.39 1.14
H -3.73 2.25 -0.77
H -0.02 -0.28 -2.62
H 0.88 0.82 0.39
H -2.47 0.51 -2.17
H 0.20 -2.13 -2.82
*
```

calculated total energy: -24582.5989 eV
highest occupied orbital energy: -11.3 eV
frontier orbital gap: 7.32 eV

Charges computed using Löwdin, reported in e: 0.64 0.20 -0.05 -0.04 -0.10 -0.66 0.09 -0.04 -0.27 0.00 -0.07 -0.07 0.07 0.06 0.16 0.21 0.03 0.11 0.10 0.17 0.13 0.08 0.07 0.12 0.06

(8)
ORCA calculation (the ωB97M-V functional and the def2-TZVPD basis) on C10H13ClO3W as an isolated structure.

```
! wB97M-V def2-TZVPD RIJCOSX def2/J DEFGRID3
* xyz 2 3
W -0.81 0.53 -0.39
Cl 1.39 1.05 -1.58
O -2.05 0.98 2.80
O 1.07 -0.46 1.13
O -0.40 3.74 0.00
C 2.90 1.02 1.60
C -0.56 2.59 -0.09
C -1.74 -1.57 -0.30
C 1.53 0.66 2.01
C 0.46 -2.31 -1.57
C -2.73 -0.54 -0.48
C -1.59 0.76 1.78
C -2.38 0.23 -1.67
C -1.16 -0.35 -2.23
C -0.76 -1.45 -1.36
H 1.39 0.11 2.96
H -1.70 -2.34 0.50
H -3.63 -0.40 0.12
H 3.54 0.16 1.57
H 0.19 -3.22 -2.15
H -2.96 1.02 -2.13
H 0.86 -2.63 -0.60
H -0.62 -0.03 -3.12
H 1.63 -0.54 0.30
H 2.90 1.54 0.65
H 0.81 1.50 2.02
H 3.24 1.69 2.37
H 1.21 -1.74 -2.13
*
```

calculated total energy: -31051.8558 eV
highest occupied orbital energy (spin up / spin down): -17.7 / -18.3 eV
frontier orbital gap (spin up / spin down): 7.40 / 7.53 eV

Charges computed using Löwdin, reported in e: 1.33 0.29 0.27 -0.19 0.22 -0.06 -0.15 -0.04 -0.26 0.00 -0.13 0.01 -0.19 -0.19 -0.36 0.14 0.18 0.16 0.11 0.13 0.16 0.10 0.14 0.05 0.05 0.08 0.10 0.08